Record 1
32
Properties=species:S:1:pos:R:3 method="wB97M-V/def2-TZVPD" gap_ha=0.333 charge=+1
C -1.25695 -0.48388 -0.72516
C 3.39614 -0.27850 1.15181
C 2.42236 0.43334 2.16477
C 1.97519 -0.55791 3.26537
C -3.41437 0.41745 -0.15035
C -3.23955 -0.78758 -2.36146
C 1.63368 1.39412 -1.86080
C -2.71972 -0.69039 -0.95806
N 2.47662 -1.16718 0.43893
N -0.45325 -1.00548 0.22775
N 0.76869 0.41667 -1.14438
N -0.57179 0.34218 -1.44396
O 1.42687 1.00525 1.46278
P 1.15108 -0.36230 0.25920
H 3.83474 0.58195 0.73110
H 4.25471 -0.75589 1.72168
H 3.09433 1.28438 2.55735
H 2.88349 -0.98739 3.74174
H 1.18140 -1.17625 2.78656
H 1.37217 -0.09242 4.08237
H -4.45337 0.20452 0.10679
H -3.76394 1.34802 -0.71082
H -2.86971 0.79456 0.74013
H -4.36704 -0.81534 -2.42804
H -2.95323 -1.71958 -2.92412
H -3.00372 0.02401 -3.03196
H 1.47125 2.44123 -1.55613
H 2.67822 1.17391 -1.54544
H 1.36900 1.27426 -3.01077
H -2.81575 -1.66618 -0.44154
H -0.72779 -1.55845 1.08177
H -0.77977 0.96884 -2.22711


Record 2
31
Properties=species:S:1:pos:R:3 method="wB97M-V/def2-TZVPD" gap_ha=0.206 charge=+1
O -1.82118 1.80596 0.84055
C -2.23438 0.46660 1.08354
C -1.08070 -0.43153 0.67600
N 0.13059 -0.00099 1.38822
C 1.36052 -0.44426 0.72972
C 2.53210 0.44795 1.12780
O 2.15884 1.78561 0.83632
H -2.45112 2.44250 1.22580
H -2.49903 0.36064 2.14462
H -3.08382 0.27116 0.42040
H -1.31658 -1.47789 0.90596
H -0.91842 -0.32633 -0.41378
H 0.12950 1.02907 1.34968
H 1.58153 -1.49365 0.99049
H 1.22231 -0.36083 -0.36775
H 2.78158 0.35823 2.19461
H 3.38244 0.19242 0.48155
H 2.80780 2.40213 1.21545
C -0.40460 -5.90626 4.22884
C -1.43516 -5.50399 3.18013
S -0.98026 -4.14997 2.02876
C -0.46311 -2.87595 3.01561
S 0.53290 -3.20359 4.33739
C -0.19041 -4.69273 5.12452
H -0.85278 -6.70394 4.84722
H 0.53209 -6.28400 3.78680
H -1.65670 -6.34499 2.51383
H -2.35821 -5.18844 3.68550
H -0.71535 -1.83864 2.78203
H -1.15385 -4.39275 5.55948
H 0.51200 -4.92830 5.93244


Record 3
28
Properties=species:S:1:pos:R:3 method="wB97M-V/def2-TZVPD" gap_ha=0.392 charge=0
C 0.24024 0.40989 -0.47101
C 1.22989 1.61184 0.04450
C -0.53756 -2.09851 0.16957
C 0.38330 -0.79266 0.45071
C 1.35390 1.77964 1.55775
C 0.83293 2.95762 -0.57503
C -0.93297 -2.38436 -1.27117
C -1.78064 -2.10823 1.06274
O 0.65727 0.13176 -1.78902
O -1.10087 0.81971 -0.53908
H -0.06949 -0.34069 -2.21258
H -1.12187 1.59987 -1.11521
H 2.23213 1.36975 -0.33533
H 0.08380 -2.94059 0.50272
H 1.42177 -1.13858 0.42799
H 0.13548 -0.49473 1.47497
H 1.84709 0.91402 2.01188
H 0.37630 1.91854 2.02897
H 1.97564 2.64839 1.80689
H 1.58473 3.72638 -0.36001
H -0.12034 3.31480 -0.16804
H 0.74094 2.88686 -1.66340
H -1.45517 -3.34607 -1.34608
H -1.62136 -1.62682 -1.66076
H -0.05420 -2.45295 -1.91871
H -2.46891 -1.29744 0.80621
H -2.32327 -3.05675 0.96135
H -1.50876 -2.01070 2.11917


Record 4
31
Properties=species:S:1:pos:R:3 method="wB97M-V/def2-TZVPD" gap_ha="0.072 / 0.086" s_squared=1.02 charge=+1 spin_multiplicity=2
C -2.71238 1.69054 1.44444
O -1.95856 1.04786 0.41070
C -1.83317 -0.37981 0.58444
C -1.10694 -0.97939 -0.56873
C -1.66574 -0.88693 -1.94966
O -1.49154 0.45298 -2.47380
C -1.80310 0.56901 -3.86605
Sr -1.03322 2.11925 -1.20404
H -2.73654 2.76120 1.22009
H -3.73176 1.28362 1.45049
H -2.22210 1.52175 2.41154
H -2.85404 -0.79344 0.66241
H -1.29658 -0.56275 1.52463
H -0.53834 -1.88221 -0.35424
H -2.74479 -1.11026 -1.96413
H -1.14030 -1.57519 -2.62214
H -1.79538 1.63360 -4.12061
H -1.04040 0.03802 -4.44985
H -2.79762 0.14421 -4.05160
H 1.29207 -0.61706 -0.29749
O 4.77747 0.67980 3.17757
C 3.53771 0.13085 3.15220
C 3.22438 -0.73177 1.93238
O 3.13432 0.06636 0.76869
C 2.52642 -0.57625 -0.30569
H 2.72612 0.90542 3.21343
H 3.33993 -0.53483 4.03552
H 2.26739 -1.27252 2.08170
H 4.02210 -1.48951 1.80117
H 2.78065 -0.03573 -1.22474
H 2.87392 -1.61683 -0.41863